1.
This record from OMol25 describes a structure of composition CaHg4O12P3. The level of theory is wB97M-V/def2-TZVPD.

orbital gap = 1.62 eV
charge = +1
HOMO = -10.68 eV
calculated total energy = -87548.401 eV

The geometry in XYZ format:
```
20
Properties=species:S:1:pos:R:3:forces:R:3:nbo_charge:R:1
Hg 4.9569 3.7525 0.8132 -0.011 -0.038 -0.016 0.01
Hg -1.3354 -2.8080 1.7072 0.036 0.149 0.066 0.49
Hg -0.3527 3.1530 -6.6758 0.012 -0.011 0.017 0.00
Hg -3.3399 2.6495 -0.3382 0.069 -0.288 0.102 0.44
Ca 4.2715 -1.2624 -3.7588 -0.979 0.910 1.133 1.93
P 0.8718 1.4595 -2.2991 -1.305 -1.048 3.803 2.40
O -0.0513 2.5994 -2.7018 -0.294 0.840 -0.151 -0.66
O 2.3443 1.6986 -2.0371 0.612 -0.254 1.077 -0.98
O 1.0127 0.9757 -3.6859 -0.019 -1.760 -4.315 -0.80
O 0.0141 0.5767 -1.3556 1.713 1.297 -0.830 -0.92
P -5.6383 -0.6792 2.1794 -0.396 -0.158 -3.106 2.36
O -4.2697 -0.0930 2.4108 0.935 1.320 0.752 -0.61
O -6.2259 -0.1895 3.4493 0.078 -0.389 2.003 -0.63
O -5.4404 -2.0522 1.5381 -1.043 0.464 0.392 -0.66
O -6.4577 -0.0556 1.0223 0.752 -1.057 -0.202 -0.58
P 3.8746 -1.9106 1.9904 -4.804 0.828 -1.035 2.39
O 2.6706 -2.0522 2.9440 1.181 0.281 -1.297 -0.90
O 4.5128 -0.5373 1.9924 0.091 0.223 0.039 -0.75
O 3.5225 -2.4859 0.5695 0.116 0.686 0.807 -0.87
O 5.0594 -2.7393 2.2356 3.255 -1.994 0.760 -0.66
```
Positions in Å, forces in eV/Å.


2.
This record from OMol25 describes a structure of composition CaHg6O24P6. The level of theory is wB97M-V/def2-TZVPD.

orbital gap = 1.76 eV
charge = -4
ΔE to the lowest compared entry with this formula, charge and spin = 2.057 eV
HOMO = 2.56 eV
calculated total energy = -148361.328 eV

The geometry in XYZ format:
```
37
Properties=species:S:1:pos:R:3:forces:R:3:mulliken_charge:R:1
Hg -0.1650 -1.9485 -1.5068 0.294 -0.364 0.874 1.80
Hg 1.3892 2.4772 2.8875 1.440 0.694 1.928 -0.06
Hg 0.5434 -2.7249 2.2747 1.181 -1.917 -1.094 1.74
Hg -1.4404 3.4281 0.8620 -0.303 0.929 0.083 1.08
Hg -0.9586 1.2540 -2.6877 -1.579 0.302 -1.490 1.31
Hg 3.4174 -0.5810 0.9547 -0.320 0.161 -0.935 1.12
Ca 2.3284 2.5272 -1.2071 -1.775 1.351 1.807 1.25
P -0.2170 -4.8248 0.1489 1.971 -1.028 -0.171 0.97
O 0.6769 -5.9869 -0.2780 -1.041 -0.367 -0.630 -0.62
O -0.1507 -4.7721 1.6757 -0.447 2.095 2.168 -0.81
O -1.6566 -5.1101 -0.2535 -0.139 0.601 -1.181 -0.50
O 0.5544 -3.5582 -0.3926 -0.529 0.531 -0.491 -0.66
P -2.9765 2.7966 -1.5867 -0.287 4.669 -3.097 0.80
O -2.5552 3.3423 -3.0517 0.838 -1.304 -0.793 -0.83
O -4.1993 1.9760 -1.8758 1.047 -0.768 1.759 -0.69
O -3.1069 4.0874 -0.7159 -1.183 -1.062 1.694 -0.80
O -1.4342 2.5303 -1.1567 -1.123 -2.173 1.163 -0.25
P 0.7298 0.5215 0.5023 -1.234 3.032 -0.877 0.15
O 0.6522 -0.9154 0.9057 -0.145 -0.143 -0.199 0.08
O 0.0226 1.5785 1.3626 -1.304 -2.416 -1.807 -0.67
O 0.4627 0.6361 -1.0876 1.899 -0.666 1.366 -0.82
O 2.2203 1.1588 0.5651 1.223 -0.933 -0.449 -1.29
P -3.0945 -1.6820 -1.8384 -2.660 -1.710 1.077 0.68
O -3.6191 -2.8210 -2.7780 1.435 2.329 0.943 -0.65
O -1.8329 -0.7994 -2.3352 -0.107 0.750 -2.052 -0.85
O -2.1602 -2.3169 -0.7544 -0.410 -2.476 1.725 -0.58
O -4.2145 -1.0233 -1.0360 1.206 0.029 -1.732 -0.58
P 0.7406 5.1699 0.4167 0.616 2.698 2.824 0.64
O 0.4857 4.3298 1.7228 -1.445 -1.808 0.930 -0.68
O 2.0400 4.4743 -0.1851 0.892 -0.725 -1.456 -0.80
O 0.8606 6.5791 1.0741 0.784 -1.025 -2.507 -0.86
O -0.4330 4.8942 -0.4956 0.627 0.950 -1.195 -0.54
P 3.5292 -2.9676 2.0658 0.312 -4.722 -0.410 1.02
O 2.5911 -1.8985 2.6639 -1.117 2.319 1.783 -0.93
O 2.6195 -4.1885 1.8862 0.707 -0.684 1.797 -0.71
O 4.8875 -3.0039 2.7819 -1.502 0.342 -1.412 -0.78
O 3.4631 -2.6384 0.4722 2.177 2.512 0.058 -0.69
```
Positions in Å, forces in eV/Å.


3.
This record from OMol25 describes a structure of composition CaI. The level of theory is wB97M-V/def2-TZVPD.

multiplicity = 2
orbital gap (spin up / spin down) = 9.77 / 6.72 eV
charge = +2
ΔE to the lowest compared entry with this formula, charge and spin = 0.007 eV
HOMO (spin up / spin down) = -20.55 / -20.19 eV
calculated total energy = -26520.073 eV

The geometry in XYZ format:
```
2
Properties=species:S:1:pos:R:3:forces:R:3:nbo_charge:R:1
Ca -4.1644 -1.1608 18.3779 -0.836 0.439 -0.960 1.86
I -2.4146 -2.0795 20.3848 0.836 -0.439 0.960 0.14
```
Positions in Å, forces in eV/Å.


4.
This record from OMol25 describes a structure of composition Cd3N7O21. The level of theory is wB97M-V/def2-TZVPD.

multiplicity = 2
orbital gap (spin up / spin down) = 3.93 / 3.02 eV
HOMO (spin up / spin down) = -8.61 / -8.61 eV
calculated total energy = -67082.342 eV

The geometry in XYZ format:
```
31
Properties=species:S:1:pos:R:3:forces:R:3:nbo_charge:R:1
Cd 0.1388 2.1644 2.8071 0.055 2.968 -0.189 1.81
Cd -2.6543 -0.8967 1.0832 1.573 -0.632 -0.530 1.78
Cd 1.0196 0.7582 -2.8181 -1.307 1.212 -1.976 1.77
N -2.1351 0.6287 -3.4640 -6.508 0.914 -2.006 0.71
O -3.0226 1.4855 -3.1023 1.920 -1.767 -0.722 -0.48
O -2.3774 -0.1766 -4.3905 1.150 0.999 0.990 -0.46
O -1.1302 0.5652 -2.7809 3.419 -0.812 1.869 -0.69
N 2.1086 -2.4900 -2.2768 0.809 2.990 -1.530 0.73
O 2.3580 -3.1403 -3.2766 -0.543 -0.763 -2.463 -0.12
O 1.8101 -1.3121 -2.2309 -0.695 0.115 -0.236 -0.50
O 2.4622 -3.1075 -1.3482 0.567 -2.483 4.304 -0.08
N 2.7699 0.5783 3.2780 4.217 -2.082 2.880 0.73
O 2.4358 -0.5233 3.7530 1.426 0.630 -0.832 -0.45
O 1.8810 1.3215 2.9712 -3.413 3.050 -2.118 -0.77
O 3.8889 1.1126 3.1946 0.162 -2.170 0.227 -0.45
N -1.0106 -3.7243 1.2726 0.551 -5.408 0.943 0.73
O -0.1917 -4.1689 0.4452 -1.097 2.009 0.798 -0.44
O -1.6910 -2.7219 1.2860 -2.317 8.381 -4.062 -0.74
O -1.4385 -4.3043 2.2406 2.100 -4.941 2.269 -0.41
N 0.0621 0.6159 0.0850 -0.420 0.354 -1.691 0.81
O -0.5203 -0.3837 -0.0293 -3.435 -6.665 -1.396 -0.49
O -0.1291 1.2033 1.0879 -0.590 3.551 3.121 -0.65
O 0.6928 1.0573 -0.8178 3.364 2.408 -0.474 -0.56
N -0.2940 3.8785 -3.2484 -1.194 4.435 -1.690 0.74
O -1.2140 4.1593 -2.5672 -3.909 1.008 2.528 -0.45
O 0.3396 2.9247 -2.9027 4.985 -6.505 1.283 -0.70
O 0.0479 4.6076 -4.1546 1.095 0.172 -1.950 -0.49
N -1.1214 -0.0602 4.0078 2.678 -2.871 0.339 0.75
O -0.5834 -0.7803 4.8244 -2.567 -1.833 -1.452 -0.26
O -1.7269 -0.3713 2.9061 0.097 0.051 2.228 -0.72
O -0.7750 1.1006 4.1654 -2.173 3.686 1.537 -0.65
```
Positions in Å, forces in eV/Å.


5.
This record from OMol25 describes a structure of composition Cd3N8O24. The level of theory is wB97M-V/def2-TZVPD.

orbital gap = 1.70 eV
charge = -2
ΔE to the lowest compared entry with this formula, charge and spin = 21.010 eV
HOMO = -4.62 eV
calculated total energy = -74702.602 eV

The geometry in XYZ format:
```
35
Properties=species:S:1:pos:R:3:forces:R:3:nbo_charge:R:1
Cd 4.6406 26.0821 -28.0245 -0.406 -0.092 0.332 0.51
Cd 1.5181 20.0800 -21.4075 0.565 0.413 0.012 0.80
Cd 3.7948 28.2383 -20.7718 0.374 -0.089 -0.327 0.52
N 3.8859 29.8934 -25.5947 -1.893 -0.339 2.476 0.73
O 3.9349 29.6515 -24.4005 0.092 -0.103 3.418 -0.42
O 2.9527 30.5138 -25.9935 -2.534 2.330 -1.633 -0.42
O 4.6958 29.4083 -26.2752 4.306 -2.070 -4.141 -0.42
N 5.9355 18.1854 -22.4445 1.721 1.318 2.152 0.73
O 6.8268 18.8977 -22.0399 0.884 4.074 1.735 -0.36
O 4.7784 18.3060 -22.2050 -3.689 0.996 0.402 -0.40
O 6.3877 17.2523 -22.9682 0.731 -6.311 -4.188 -0.35
N -2.3839 23.0036 -22.1531 -8.015 1.364 1.080 0.72
O -1.2736 22.8320 -22.2548 9.373 -2.350 0.715 -0.35
O -2.9143 23.5402 -23.1226 -2.050 0.850 -1.146 -0.38
O -3.0939 22.7198 -21.1443 0.823 -0.026 -0.626 -0.47
N 4.1840 23.7867 -23.9200 0.712 -2.885 2.047 0.71
O 3.6642 22.8261 -23.2746 -0.149 1.351 -0.878 -0.46
O 4.5409 24.7955 -23.3733 -0.410 2.531 1.830 -0.38
O 4.5760 23.6330 -25.0483 -0.257 -0.796 -3.076 -0.39
N -0.3728 19.3221 -26.8877 -4.041 0.616 0.051 0.70
O -1.2260 18.5253 -26.3696 0.509 -0.646 -2.223 -0.42
O 0.2393 19.8863 -26.0495 3.715 1.778 2.774 -0.31
O -0.3612 19.7867 -28.0271 -0.180 -1.710 -0.541 -0.38
N 3.5865 21.6841 -17.5928 4.507 -0.443 0.788 0.69
O 3.4416 22.0049 -16.3792 0.257 -0.946 -3.275 -0.42
O 4.7171 21.2977 -18.1713 -0.875 0.568 2.857 -0.39
O 2.7793 21.7007 -18.4746 -4.138 0.596 -0.654 -0.35
N -0.0711 24.7795 -28.7023 1.032 -0.914 5.172 0.69
O 0.9924 25.3816 -28.1180 -2.912 -1.031 -1.732 -0.43
O -1.0203 24.4485 -27.9039 1.740 1.621 -1.148 -0.34
O -0.0515 24.3339 -29.7920 0.469 0.360 -2.255 -0.34
N 8.9366 29.2487 -20.5527 0.180 -4.777 -2.513 0.70
O 7.7205 28.7634 -20.7878 2.611 1.667 0.131 -0.47
O 9.9189 28.8233 -21.2616 -2.288 0.580 -0.295 -0.45
O 9.2293 29.8430 -19.5829 -0.766 2.516 2.676 -0.39
```
Positions in Å, forces in eV/Å.


6.
This record from OMol25 describes a cluster of 2 separate species, Cl2H2NO2P in total. The level of theory is wB97M-V/def2-TZVPD.

orbital gap (spin up / spin down) = 7.86 / 8.27 eV
ΔE to the lowest compared entry with this formula, charge and spin = 2.503 eV
HOMO (spin up / spin down) = -8.72 / -9.70 eV
calculated total energy = -39949.708 eV

The geometry in XYZ format:
```
8
Properties=species:S:1:pos:R:3:forces:R:3:nbo_charge:R:1
N 1.1554 -1.0592 0.4400 0.929 -3.153 2.416 -0.33
O -0.7070 1.0583 1.1911 0.210 0.202 1.428 -1.03
O 0.6639 -0.8716 -0.6934 -1.387 1.932 -1.890 -0.37
P -0.8278 0.9058 -0.2390 0.067 -1.188 -1.567 1.57
Cl -2.6385 0.1560 -0.8264 0.094 0.107 -0.022 -0.28
Cl -0.6591 2.6337 -1.2769 0.032 0.151 -0.146 -0.26
H 0.8683 -2.0173 0.8266 0.607 1.922 -0.126 0.35
H 2.1448 -0.8057 0.5781 -0.552 0.027 -0.093 0.35
```
Positions in Å, forces in eV/Å.


7.
This record from OMol25 describes a cluster of 2 separate species, Cl2H2NOP in total. The level of theory is wB97M-V/def2-TZVPD.

orbital gap = 10.73 eV
ΔE to the lowest compared entry with this formula, charge and spin = 1.350 eV
HOMO = -11.03 eV
calculated total energy = -37904.263 eV

The geometry in XYZ format:
```
7
Properties=species:S:1:pos:R:3:forces:R:3:nbo_charge:R:1
N -0.3729 -1.4336 0.4654 -1.101 1.522 -0.595 -1.18
O -2.1825 -0.2341 -1.0776 -2.224 0.261 -2.526 -0.99
P -1.2951 -0.2551 0.0174 3.487 -1.344 3.377 2.02
Cl -1.3057 1.4629 1.1067 0.052 -0.617 -0.361 -0.26
Cl 1.9860 1.1957 -1.2343 1.037 -0.767 0.890 -0.28
H 0.2881 -1.2710 1.2151 -0.166 0.175 0.109 0.40
H 2.8821 0.5352 -0.4926 -1.084 0.770 -0.895 0.28
```
Positions in Å, forces in eV/Å.


8.
This record from OMol25 describes a cluster of 2 separate species, Cl2H3N2P in total. The level of theory is wB97M-V/def2-TZVPD.

orbital gap = 9.40 eV
ΔE to the lowest compared entry with this formula, charge and spin = 2.741 eV
HOMO = -9.56 eV
calculated total energy = -37361.533 eV

The geometry in XYZ format:
```
8
Properties=species:S:1:pos:R:3:forces:R:3:nbo_charge:R:1
H 0.2431 0.0615 -1.9339 -1.157 0.013 1.349 0.41
N -0.5336 0.2592 -1.2464 1.132 -1.845 0.778 -1.18
P -0.7859 -0.5739 0.0804 -2.612 3.209 -1.464 1.78
Cl 0.1233 -2.2535 0.6003 0.167 0.086 0.019 -0.19
N -1.9425 -0.2326 1.0716 0.646 -0.647 -0.476 -1.24
H -2.7065 0.4732 0.9422 1.615 -0.836 -0.281 0.43
Cl 2.5041 0.4756 0.0680 1.772 3.451 0.980 -0.32
H 3.0981 1.7905 0.4178 -1.564 -3.433 -0.906 0.32
```
Positions in Å, forces in eV/Å.


9.
This record from OMol25 describes a cluster of 2 separate species, Cl2H3NSi in total. The level of theory is wB97M-V/def2-TZVPD.

orbital gap = 8.75 eV
ΔE to the lowest compared entry with this formula, charge and spin = 2.016 eV
HOMO = -9.15 eV
calculated total energy = -34462.732 eV

The geometry in XYZ format:
```
7
Properties=species:S:1:pos:R:3:forces:R:3:nbo_charge:R:1
N 1.1250 -0.1054 0.4535 -0.837 -0.180 -0.492 -1.29
Si -0.2844 -0.3254 -0.4638 -0.278 2.780 1.186 1.59
Cl -1.4123 -1.7899 0.1805 -0.426 -0.694 0.122 -0.30
Cl -2.2259 1.9354 0.0056 1.622 -1.819 -0.360 -0.70
H 1.1611 -0.3698 1.4246 -0.048 -0.040 0.086 0.42
H 1.7532 0.6561 0.2507 0.023 0.062 -0.096 0.42
H -0.1166 -0.0008 -1.8512 -0.056 -0.109 -0.445 -0.16
```
Positions in Å, forces in eV/Å.


10.
This record from OMol25 describes a cluster of 2 separate species, Cl2HNOS in total. The level of theory is wB97M-V/def2-TZVPD.

orbital gap (spin up / spin down) = 9.31 / 7.57 eV
ΔE to the lowest compared entry with this formula, charge and spin = 1.894 eV
HOMO (spin up / spin down) = -10.40 / -8.82 eV
calculated total energy = -39430.145 eV

The geometry in XYZ format:
```
6
Properties=species:S:1:pos:R:3:forces:R:3:nbo_charge:R:1
N 1.5937 -0.2521 -0.5210 -1.478 -0.247 -1.144 -0.52
O -1.3523 1.4891 0.9885 0.145 0.717 1.960 -0.80
S -1.5032 0.8956 -0.3051 0.402 0.286 -2.148 1.02
Cl -2.4305 -0.8570 -0.1975 -0.529 -0.997 0.190 -0.21
Cl 1.3037 -1.6493 0.3802 1.059 1.293 -0.126 0.18
H 2.3886 0.3737 -0.3451 0.401 -1.052 1.269 0.34
```
Positions in Å, forces in eV/Å.